The following is a DFT calculation (the ωB97M-V functional and the def2-TZVPD basis) of C4H8O2 in the gas phase.

Structure (ORCA input):
```
! RIJCOSX wB97M-V def2-TZVPD def2/J DEFGRID3
* xyz 0 1
C -0.18 -1.25 1.06
C 0.39 -0.28 -0.43
C 1.64 0.63 -0.64
O -0.56 0.59 0.30
C -1.77 0.76 -0.15
O -2.06 0.83 -1.31
H 0.74 -1.39 1.59
H -0.93 -0.88 1.84
H -0.63 -2.11 0.59
H 0.00 -0.46 -1.47
H 1.32 1.61 -1.05
H 2.40 0.25 -1.34
H 2.14 0.84 0.31
H -2.48 0.85 0.70
*
```

Values from the calculation:
ΔE to the lowest compared entry with this formula, charge and spin, kcal/mol: 98.7
SMILES string: CC(C)OC=O
Max |F|, eV Å⁻¹: 3.38
Lowest unoccupied orbital energy, eV: 0.819
Molar mass, Da: 88.11